Record 1
Density functional theory data (ωB97M-V with the def2-TZVPD basis set) for 2 unconnected molecules or ions with the total composition C4H10NO3 at a distorted geometry.

Last column: Mulliken charge in e.
CARTESIAN COORDINATES (ANGSTROEM)
O (-1.5942, 1.1302, 0.7724)  -0.729
C (-1.7043, 0.2303, -0.0737)  0.639
O (-2.3503, -0.8204, -0.0081)  -0.731
C (-0.7882, 0.4056, -1.4386)  -0.797
C (0.4940, -0.4679, -1.3885)  -0.561
C (1.5309, 0.3085, -0.4719)  -0.418
N (2.5270, -0.4635, 0.2586)  -0.627
H (-0.4673, 1.4473, -1.5708)  0.330
H (-1.4356, 0.1131, -2.2305)  0.374
H (1.1317, -0.6894, -2.2725)  0.309
H (0.1668, -1.3120, -0.7433)  0.309
H (2.0817, 1.0751, -1.0291)  0.237
H (0.8623, 0.7173, 0.2898)  0.309
H (2.2339, -1.4230, 0.3724)  0.213
H (2.7363, -0.0020, 1.1157)  0.219
H (-1.2218, 0.1295, 3.2743)  0.273
H (-2.0723, -0.2511, 2.0563)  0.356
O (-2.1305, -0.1277, 3.0875)  -0.705

Results
**Total charge**: -1
**Orbital gap**: 8.462 eV
**E_LUMO**: 4.0 eV

***

Record 2
Density functional theory data (ωB97M-V with the def2-TZVPD basis set) for 2 unconnected molecules or ions with the total composition C4H10NO3 at a distorted geometry.

Last column: Mulliken charge in e.
CARTESIAN COORDINATES (ANGSTROEM)
C (0.7735, -2.3461, -0.2557)  -0.377
O (-0.4841, -2.5478, -0.2569)  -0.812
C (1.0793, -0.7710, -0.4838)  -0.701
C (-0.2055, -0.1856, -1.1696)  -0.447
C (-0.5989, 1.1110, -0.6123)  0.291
N (-1.9558, 1.1234, -0.2461)  -0.402
O (0.0576, 2.1152, -0.5501)  -0.639
H (1.4765, -2.7046, 0.6730)  0.179
H (1.2200, -2.8498, -1.1086)  0.202
H (1.1964, -0.3446, 0.5316)  0.163
H (1.9462, -0.5666, -1.0341)  0.378
H (-0.2491, -0.1883, -2.2480)  0.349
H (-0.8257, -1.1702, -0.9038)  0.331
H (-2.3942, 2.0151, -0.1195)  0.238
H (-2.5307, 0.3154, -0.5614)  0.260
H (0.5631, 2.5506, 2.0703)  0.339
H (0.4117, 1.7939, 3.2850)  0.307
O (0.5196, 2.6499, 2.9899)  -0.660

Results
**Total charge**: -1
**Orbital gap**: 6.914 eV
**E_LUMO**: 3.8 eV

***

Record 3
Density functional theory data (ωB97M-V with the def2-TZVPD basis set) for 2 unconnected molecules or ions with the total composition C4H10NO3 at a distorted geometry.

Last column: Mulliken charge in e.
CARTESIAN COORDINATES (ANGSTROEM)
C (1.1657, -0.0304, -0.1166)  -0.819
N (0.3204, 0.5472, -1.1298)  -0.241
C (-0.9916, 0.9898, -0.7798)  0.596
O (-1.6807, 1.3858, -1.7610)  -0.883
O (-1.2785, 0.9856, 0.4314)  -0.718
C (0.8791, -1.5097, 0.1956)  -0.141
C (1.5941, -1.9003, 1.4923)  -1.203
H (1.0132, 0.5109, 0.8188)  0.352
H (2.2080, 0.1365, -0.4229)  0.347
H (0.4426, 0.1989, -2.0652)  0.205
H (-0.1768, -1.4994, 0.3955)  0.220
H (1.1928, -2.1295, -0.6348)  0.301
H (1.1396, -1.3587, 2.3184)  0.323
H (1.6011, -2.9622, 1.7043)  0.349
H (2.6320, -1.5328, 1.4771)  0.280
H (-2.9952, 2.3628, -1.2356)  0.470
H (-3.3859, 2.8577, 0.1164)  0.292
O (-3.6800, 2.9478, -0.8040)  -0.732

Results
**Total charge**: -1
**Orbital gap**: 8.304 eV
**E_LUMO**: 3.7 eV

***

Record 4
Density functional theory data (ωB97M-V with the def2-TZVPD basis set) for 2 unconnected molecules or ions with the total composition C4H10NO3 at a distorted geometry.

Last column: Mulliken spin population.
CARTESIAN COORDINATES (ANGSTROEM)
O (2.0529, 2.2680, 0.7035)  0.001
C (1.2551, 1.5813, 0.1353)  -0.003
C (-0.0661, 1.1190, 0.7308)  0.002
C (0.3029, 0.0656, 1.7805)  0.006
N (-1.0426, 0.7764, -0.3155)  0.082
C (-0.6724, -0.3630, -1.2637)  -0.011
O (-1.6112, -1.2926, -1.2909)  0.646
H (1.4175, 1.0776, -0.8292)  0.001
H (-0.6165, 1.9341, 1.2357)  0.001
H (0.6878, 0.4439, 2.7074)  0.000
H (0.6970, -0.8407, 1.3086)  -0.002
H (-0.6984, -0.4189, 1.9825)  0.000
H (-1.9188, 0.4201, 0.0628)  -0.005
H (-0.5556, 0.1095, -2.2838)  0.084
H (0.3199, -0.6773, -0.9237)  0.078
H (-0.0580, -2.6564, 0.3093)  -0.005
H (-0.8693, -2.4095, -0.9608)  -0.015
O (-0.0856, -3.0515, -0.5832)  0.139

Results
**Total charge**: 0
**Orbital gap (alpha / beta)**: 10.699 / 6.450 eV
**E_LUMO (alpha / beta)**: 0.6 / -3.5 eV
**Multiplicity**: 2

***

Record 5
Density functional theory data (ωB97M-V with the def2-TZVPD basis set) for 2 unconnected molecules or ions with the total composition C4H10NO3 at a distorted geometry.

Last column: Mulliken spin population.
CARTESIAN COORDINATES (ANGSTROEM)
C (1.1632, -0.5424, 1.0765)  0.018
O (1.7793, 0.6068, 0.7590)  0.784
C (-0.3815, -0.4856, 0.7485)  0.101
C (-0.6022, -0.6266, -0.7638)  0.006
C (-2.0739, -0.5869, -1.0846)  0.006
O (-2.6960, -1.5391, -1.4704)  0.006
N (-1.0089, 0.7533, 1.2192)  0.015
H (1.5845, -1.4138, 0.5617)  -0.004
H (1.2060, -0.7550, 2.1565)  0.050
H (-0.8691, -1.3247, 1.2412)  -0.010
H (-0.0978, 0.1928, -1.2806)  -0.008
H (-0.1865, -1.5656, -1.1098)  0.002
H (-2.5667, 0.3892, -0.9307)  0.001
H (-0.3380, 1.5022, 1.0656)  0.013
H (-1.0763, 0.7200, 2.2364)  0.003
H (2.0396, 2.3088, -1.7140)  -0.002
H (2.0202, 1.0121, -0.8994)  0.004
O (2.1040, 1.3545, -1.8113)  0.017

Results
**Total charge**: 0
**Orbital gap (alpha / beta)**: 10.336 / 6.931 eV
**E_LUMO (alpha / beta)**: 0.7 / -2.8 eV
**Multiplicity**: 2

***

Record 6
Density functional theory data (ωB97M-V with the def2-TZVPD basis set) for 2 unconnected molecules or ions with the total composition C4H10NO3P at a distorted geometry.

Last column: Mulliken charge in e.
CARTESIAN COORDINATES (ANGSTROEM)
C (1.3640, -1.5392, -0.8384)  0.703
C (-1.6334, -0.3101, 1.3370)  -1.108
C (-0.8998, 2.2468, 0.1520)  -1.000
C (0.6076, -0.3230, -1.2898)  -0.553
N (2.5011, -1.3852, -0.1399)  -0.423
O (0.7741, -2.6466, -0.9318)  -0.705
O (0.8335, 1.1026, 1.8178)  -0.718
O (-0.5758, -0.6462, -1.9632)  -0.534
P (-0.1706, 0.7512, 0.8139)  0.936
H (-2.3481, -0.1543, 0.5004)  0.325
H (-1.3641, -1.2931, 1.5109)  0.408
H (-1.8198, 0.2625, 2.3112)  0.345
H (-0.3945, 3.1528, 0.4358)  0.337
H (-0.7923, 2.2447, -0.9476)  0.339
H (-2.0302, 2.1840, 0.4157)  0.299
H (0.9845, 0.6381, -1.7755)  0.483
H (2.8657, -0.4053, -0.0327)  0.245
H (2.8784, -2.2853, 0.3569)  0.271
H (-0.7802, -1.5944, -1.7327)  0.350

Results
**Total charge**: 0
**Orbital gap**: 8.564 eV
**E_LUMO**: 0.3 eV

***

Record 7
Density functional theory data (ωB97M-V with the def2-TZVPD basis set) for a molecular structure, C4H10NO5 at a distorted geometry.

Last column: Mulliken charge in e.
CARTESIAN COORDINATES (ANGSTROEM)
C (0.8454, -1.0846, 0.0408)  0.436
C (1.5606, 0.4840, 0.0405)  0.701
C (-1.3917, -0.2922, -0.3166)  -0.504
C (-1.0537, 1.0733, 0.3370)  -0.463
N (-0.6227, -1.3078, 0.3738)  -0.462
O (1.0279, -1.3122, -1.3589)  -0.559
O (1.7285, -1.6439, 0.9025)  -0.475
O (2.3636, 0.7750, -0.9737)  -0.517
O (1.8286, 1.0508, 1.2029)  -0.417
O (0.0710, 1.5346, -0.4378)  -0.439
H (-1.2283, -0.3759, -1.3395)  0.385
H (-2.5023, -0.6924, -0.1877)  0.346
H (-1.9546, 1.6657, 0.2259)  0.446
H (-0.9224, 0.7104, 1.3987)  0.276
H (-0.5911, -1.3006, 1.3770)  0.289
H (0.7742, -2.2037, -1.4409)  0.355
H (1.4476, -2.5287, 1.0221)  0.403
H (2.1996, 0.2729, -1.8512)  0.412
H (2.4928, 1.7055, 1.2520)  0.389
H (0.4331, 2.4151, -0.2986)  0.399

Results
**Total charge**: +1
**Orbital gap**: 11.093 eV
**E_LUMO**: -3.0 eV

***

Record 8
Density functional theory data (ωB97M-V with the def2-TZVPD basis set) for a gas-phase ion, C4H10NO7 (charge +1) at a distorted geometry.

Last column: Mulliken charge in e.
CARTESIAN COORDINATES (ANGSTROEM)
C (0.3690, -0.0572, 0.8995)  -0.306
C (-1.0684, 0.5646, 0.5734)  0.138
C (1.5352, 0.1760, -0.2431)  0.263
C (-1.7895, -0.3263, -0.5717)  0.487
N (0.9501, -0.2534, -1.4728)  -0.435
O (0.1672, -1.4820, 1.1031)  -0.535
O (-0.8196, 1.8461, 0.2533)  -0.504
O (-1.9246, 0.2762, 1.5839)  -0.495
O (1.9245, 1.4879, -0.2300)  -0.529
O (2.5227, -0.7118, 0.1721)  -0.563
O (-2.5650, 0.2724, -1.4411)  -0.385
O (-1.6587, -1.5656, -0.4664)  -0.586
H (0.6551, 0.2943, 1.7979)  0.893
H (0.9013, 0.4183, -2.2147)  0.261
H (1.4447, -1.0796, -1.7342)  0.205
H (0.9107, -1.8818, 0.5812)  0.571
H (-1.5253, 2.4452, 0.6143)  0.445
H (-1.6452, 0.6695, 2.3899)  0.389
H (2.4831, 1.5887, -1.0576)  0.399
H (2.7380, -0.5114, 1.0574)  0.373
H (-2.7664, -0.3655, -2.1450)  0.426
H (-0.8388, -1.8046, 0.5505)  0.491

Results
**Total charge**: +1
**Orbital gap**: 11.460 eV
**E_LUMO**: -3.0 eV

***

Record 9
Density functional theory data (ωB97M-V with the def2-TZVPD basis set) for 2 unconnected molecules or ions with the total composition C4H10NOS at a distorted geometry.

Last column: Mulliken charge in e.
CARTESIAN COORDINATES (ANGSTROEM)
C (-0.3611, -1.3627, 0.5295)  -0.198
N (-1.0438, -1.7986, 1.7059)  -0.500
C (-2.2548, -1.0446, 1.9543)  -0.725
O (2.4922, -1.1514, -1.5376)  -0.915
C (-0.2823, 0.1951, 0.4327)  -0.763
C (0.7245, 0.6702, -0.7323)  -0.456
S (0.2158, 2.3044, -1.0534)  -0.313
H (-0.9200, -1.7397, -0.3409)  0.334
H (0.6681, -1.6991, 0.5952)  0.297
H (-2.2929, 0.0411, 2.0959)  0.207
H (-2.6924, -1.4451, 2.8686)  0.290
H (-2.8577, -1.3007, 1.0459)  0.333
H (-1.1768, 0.8007, 0.4023)  0.361
H (0.2493, 0.4640, 1.3533)  0.246
H (1.7337, 0.7270, -0.3419)  0.331
H (0.6533, -0.0293, -1.5641)  0.362
H (3.2560, -1.4972, -2.0285)  0.109

Results
**Total charge**: -1
**Orbital gap**: 3.529 eV
**E_LUMO**: 0.2 eV

***

Record 10
Density functional theory data (ωB97M-V with the def2-TZVPD basis set) for a gas-phase ion, C4H10NOS (charge -1) at a distorted geometry.

Last column: Mulliken charge in e.
CARTESIAN COORDINATES (ANGSTROEM)
C (-1.3626, 0.4307, 0.6465)  -1.044
C (-0.1764, 0.1281, -0.4679)  0.043
C (0.9568, 1.1336, -0.3415)  -0.910
S (0.5913, 2.9616, -0.8202)  -0.286
N (0.1802, -1.2160, -0.7643)  -0.484
C (0.8040, -1.9014, 0.5206)  -0.317
O (-0.1487, -2.3837, 1.3366)  -0.880
H (-1.3207, 1.5083, 1.0073)  0.299
H (-1.0991, -0.1970, 1.4877)  0.343
H (-2.3644, 0.0512, 0.2384)  0.276
H (-0.8057, 0.4144, -1.4014)  0.169
H (1.7348, 0.8758, -1.1169)  0.413
H (1.3800, 1.2430, 0.6068)  0.432
H (-0.5956, 2.5573, -1.2831)  0.110
H (-0.6424, -1.8050, -0.7447)  0.312
H (1.5243, -1.1372, 0.9746)  0.147
H (1.3441, -2.6637, 0.1217)  0.378

Results
**SMILES string**: C[C@@H](CS)NC[O-]
**Total charge**: -1
**Orbital gap**: 5.891 eV
**E_LUMO**: 3.1 eV